# 1
The following is a DFT calculation (the ωB97M-V functional and the def2-TZVPD basis) of a molecular structure, C3H8BrO3PbS at a distorted geometry.

Output
**Relative energy (zero: lowest compared OMol25 entry of this formula, charge and spin)**: 0.0 kcal/mol
**Frontier orbital gap**: 7.4912 eV
**HOMO energy**: -13.8 eV
**Lowest unoccupied orbital energy**: -0.23236 Eh

```
! wB97M-V def2-TZVPD RIJCOSX def2/J DEFGRID3
* xyz 1 1
Pb -1.38 -19.07 24.51
Br 1.11 -20.32 23.80
O 1.89 -15.80 25.49
S 1.10 -16.61 26.38
O 0.08 -17.51 25.88
O 2.14 -17.46 27.29
C 3.07 -18.33 26.59
C 4.43 -17.60 26.46
C 0.43 -15.58 27.67
H 2.68 -18.66 25.63
H 3.35 -19.18 27.20
H 4.62 -16.91 27.28
H 4.29 -16.84 25.68
H 5.22 -18.30 26.19
H 0.01 -16.24 28.43
H -0.37 -14.95 27.29
H 1.26 -15.12 28.20
*
```

natural (NBO) atomic charge list, values in e, 5 entries:
1. Pb 1.50
2. Br -0.55
3. O -0.88
4. S 2.38
5. O -1.06

# 2
The following is a DFT calculation (the ωB97M-V functional and the def2-TZVPD basis) of a molecular structure, C6H8KLiO6 at a distorted geometry.

Output
**Relative energy (zero: lowest compared OMol25 entry of this formula, charge and spin)**: 40.4 kcal/mol
**Frontier orbital gap**: 4.9975 eV
**HOMO energy**: -5.5 eV
**Lowest unoccupied orbital energy**: -0.01861 Eh

```
! wB97M-V def2-TZVPD RIJCOSX def2/J DEFGRID3
* xyz 0 1
O -0.69 -1.29 3.34
C -0.31 -1.60 2.11
C -1.82 -2.09 3.72
O -1.13 -2.49 1.54
C -2.25 -2.74 2.40
H -2.57 -1.43 4.16
H -1.47 -2.82 4.46
H -3.14 -2.27 1.97
H -2.39 -3.82 2.48
O 0.33 -0.78 1.43
Li 1.86 -0.98 0.30
C 1.77 1.02 -0.48
C 1.25 1.19 -1.87
O 1.42 2.58 -2.34
C 1.04 2.90 -3.59
O 0.50 2.04 -4.33
O 1.39 4.05 -3.98
H 1.20 1.66 0.22
H 2.82 1.37 -0.42
H 0.18 0.96 -1.95
H 1.78 0.54 -2.59
K 0.25 4.03 -6.57
*
```

natural (NBO) atomic charge list, values in e, 5 entries:
1. O -0.46
2. C 0.97
3. C -0.11
4. O -0.47
5. C -0.10

# 3
The following is a DFT calculation (the ωB97M-V functional and the def2-TZVPD basis) of 2 unconnected molecules or ions with the total composition C4H3Cl2F3 at a distorted geometry.

Output
**Relative energy (zero: lowest compared OMol25 entry of this formula, charge and spin)**: 53.0 kcal/mol
**Frontier orbital gap**: 8.6976 eV
**HOMO energy**: -9.4 eV
**Lowest unoccupied orbital energy**: -0.02694 Eh

```
! wB97M-V def2-TZVPD RIJCOSX def2/J DEFGRID3
* xyz 0 1
C -0.86 -0.62 -0.74
C -1.72 -1.55 -0.39
C 1.62 0.93 0.04
C 0.34 0.79 0.78
F -0.33 -0.44 -1.94
F -2.35 -2.43 -1.18
F -2.16 -1.68 0.86
Cl -0.71 2.15 0.79
Cl 0.34 -0.10 2.24
H 2.16 1.81 0.40
H 1.43 1.08 -1.03
H 2.24 0.05 0.17
*
```

natural (NBO) atomic charge list, values in e, 5 entries:
1. C 0.20
2. C 0.57
3. C -0.70
4. C -0.03
5. F -0.32

# 4
The following is a DFT calculation (the ωB97M-V functional and the def2-TZVPD basis) of 2 unconnected molecules or ions with the total composition C6H8 at a distorted geometry.

Output
**Relative energy (zero: lowest compared OMol25 entry of this formula, charge and spin)**: 120.4 kcal/mol
**Frontier orbital gap**: 9.8558 eV
**SMILES string**: C1=CC=1.C=CC
**HOMO energy**: -8.8 eV
**Lowest unoccupied orbital energy**: 0.03844 Eh

```
! wB97M-V def2-TZVPD RIJCOSX def2/J DEFGRID3
* xyz 0 1
C 1.58 0.87 0.56
C 2.01 1.77 1.63
C 2.90 0.94 1.10
H 1.87 2.56 2.31
H 3.91 0.61 1.17
C -2.43 -0.19 -0.02
C -1.35 -0.16 -0.85
C -0.60 -1.40 -1.27
H -2.92 0.64 0.28
H -2.92 -1.02 0.32
H -0.96 0.70 -1.17
H -0.45 -2.24 -0.47
H 0.33 -1.09 -1.50
H -0.97 -1.99 -2.07
*
```

natural (NBO) atomic charge list, values in e, 5 entries:
1. C -0.06
2. C -0.18
3. C -0.21
4. H 0.23
5. H 0.23

# 5
The following is a DFT calculation (the ωB97M-V functional and the def2-TZVPD basis) of 3 unconnected molecules or ions with the total composition C4H11NO2 at a distorted geometry.

Output
**Relative energy (zero: lowest compared OMol25 entry of this formula, charge and spin)**: 60.9 kcal/mol
**Frontier orbital gap**: 9.6669 eV
**SMILES string**: CC=O.C=N.CO
**HOMO energy**: -9.0 eV
**Lowest unoccupied orbital energy**: 0.02342 Eh

```
! wB97M-V def2-TZVPD RIJCOSX def2/J DEFGRID3
* xyz 0 1
C -0.80 0.07 -1.88
C -1.49 -0.48 -0.67
O -2.66 -0.34 -0.42
H -0.41 -0.75 -2.48
H 0.05 0.67 -1.56
H -1.48 0.68 -2.48
H -0.78 -1.05 0.04
C -0.91 1.65 1.29
N 0.34 1.54 1.17
H -1.45 0.82 1.74
H -1.49 2.53 1.02
H 0.82 2.34 0.75
C 1.93 -1.54 0.42
O 0.84 -1.08 1.17
H 1.80 -2.61 0.25
H 2.88 -1.39 0.96
H 2.01 -1.05 -0.55
H 0.78 -0.01 1.21
*
```

natural (NBO) atomic charge list, values in e, 5 entries:
1. C -0.73
2. C 0.41
3. O -0.55
4. H 0.24
5. H 0.22

# 6
The following is a DFT calculation (the ωB97M-V functional and the def2-TZVPD basis) of a molecular structure, C34H54Br34N5O7 at a distorted geometry.

Output
**Frontier orbital gap**: 7.9839 eV
**HOMO energy**: -10.9 eV
**Lowest unoccupied orbital energy**: -0.10568 Eh

```
! wB97M-V def2-TZVPD RIJCOSX def2/J DEFGRID3
* xyz 1 1
C -1.61 2.72 -7.14
C -2.25 2.24 -5.82
C -1.58 1.01 -5.20
C -0.14 1.30 -4.71
C -0.18 2.50 -3.76
C 0.90 2.58 -2.65
N 1.50 1.34 -2.02
C 1.14 0.99 -0.69
N -0.10 0.77 -0.26
C -0.47 0.53 1.17
C -0.45 -0.95 1.58
N -0.94 -1.25 2.92
C -2.34 -0.84 3.17
C -2.55 0.49 3.90
C -0.02 -0.85 3.94
C 0.10 -1.77 5.15
O 0.62 0.18 3.88
C -1.25 0.77 -1.19
O -2.24 -0.08 -0.70
C -2.24 -1.38 -1.27
O -3.13 -2.12 -0.47
C -3.25 -3.46 -0.97
C -3.27 -4.50 0.13
O -2.07 -4.53 0.90
N 2.29 0.95 0.12
O 2.36 -0.01 1.14
C 3.33 0.59 -0.88
C 2.97 1.64 -1.93
Br 3.40 3.36 -0.98
N 3.71 1.57 -3.16
C 3.88 0.21 -3.67
C 2.93 -0.27 -4.75
O 4.78 -0.52 -3.28
C 5.01 2.28 -3.10
C 5.13 3.52 -3.96
O 5.94 1.87 -2.43
H -0.81 2.08 -7.51
H -2.39 2.75 -7.91
H -1.30 3.76 -7.03
H -3.29 1.96 -6.04
H -2.32 3.08 -5.12
H -1.57 0.20 -5.94
H -2.16 0.73 -4.31
H 0.47 1.56 -5.58
H 0.23 0.39 -4.24
H -1.17 2.61 -3.32
H -0.03 3.41 -4.35
H 1.71 3.16 -3.10
H 0.52 3.21 -1.83
H -1.47 0.96 1.28
H 0.20 1.14 1.79
H 0.55 -1.37 1.52
H -1.06 -1.56 0.89
H -2.82 -0.78 2.18
H -2.88 -1.62 3.71
H -3.52 0.90 3.62
H -1.79 1.25 3.69
H -2.56 0.30 4.98
H -0.08 -1.18 6.05
H -0.67 -2.55 5.08
H 1.07 -2.26 5.14
H -1.66 1.78 -1.29
H -0.87 0.39 -2.13
H -1.23 -1.83 -1.18
H -2.60 -1.39 -2.30
H -2.42 -3.73 -1.65
H -4.17 -3.54 -1.57
H -3.35 -5.47 -0.38
H -4.14 -4.43 0.79
H -1.37 -4.82 0.30
H 2.23 -0.89 0.75
H 3.21 -0.43 -1.26
H 4.33 0.77 -0.47
H 3.50 -0.93 -5.40
H 2.18 -0.89 -4.26
H 2.48 0.55 -5.31
H 5.55 3.24 -4.92
H 4.15 3.99 -4.06
H 5.85 4.17 -3.46
C 3.54 -1.66 7.78
Br 1.88 -1.98 8.72
Br 4.06 -3.18 6.71
Br 3.47 -0.05 6.74
H 4.31 -1.53 8.53
C -1.35 -5.95 4.61
Br 0.57 -6.13 4.61
Br -1.99 -5.14 6.24
Br -1.95 -5.00 3.05
H -1.76 -6.95 4.56
C 7.52 1.21 6.51
Br 6.55 2.65 7.34
Br 9.36 1.69 6.21
Br 7.38 -0.42 7.52
H 7.08 1.03 5.55
C -6.86 -2.16 2.34
Br -8.45 -1.41 1.56
Br -7.14 -3.99 2.86
Br -5.35 -1.97 1.16
H -6.65 -1.60 3.24
C -0.88 6.13 -1.93
Br -2.37 4.94 -2.23
Br 0.40 6.08 -3.38
Br -1.48 7.92 -1.58
H -0.37 5.78 -1.04
C -3.05 -8.70 1.08
Br -1.66 -7.85 0.04
Br -2.33 -9.58 2.63
Br -4.45 -7.47 1.55
H -3.49 -9.46 0.45
C 11.33 -1.31 4.71
Br 12.35 -0.40 3.35
Br 9.59 -1.81 4.06
Br 12.29 -2.82 5.42
H 11.18 -0.61 5.52
C -4.88 -1.81 6.67
Br -5.61 -0.62 5.35
Br -5.20 -3.65 6.19
Br -3.01 -1.44 7.02
H -5.41 -1.62 7.59
C 3.71 7.34 0.64
Br 4.71 8.23 -0.73
Br 1.98 6.78 -0.01
Br 4.69 5.88 1.42
H 3.52 8.06 1.42
C -3.60 6.41 -8.01
Br -4.98 7.71 -8.29
Br -3.15 6.24 -6.14
Br -4.05 4.70 -8.78
H -2.71 6.76 -8.51
C -6.43 -3.57 -4.01
Br -5.58 -4.84 -5.18
Br -6.74 -4.31 -2.26
Br -5.44 -1.92 -3.92
H -7.39 -3.34 -4.43
*
```

Mulliken atomic charge list, values in e, 5 entries:
1. C -1.09
2. C -0.15
3. C -0.90
4. C 0.09
5. C -0.53

Copy entry 5 word for word.
The following is a DFT calculation (the ωB97M-V functional and the def2-TZVPD basis) of 3 unconnected molecules or ions with the total composition C4H11NO2 at a distorted geometry.

Output
**Relative energy (zero: lowest compared OMol25 entry of this formula, charge and spin)**: 60.9 kcal/mol
**Frontier orbital gap**: 9.6669 eV
**SMILES string**: CC=O.C=N.CO
**HOMO energy**: -9.0 eV
**Lowest unoccupied orbital energy**: 0.02342 Eh

```
! wB97M-V def2-TZVPD RIJCOSX def2/J DEFGRID3
* xyz 0 1
C -0.80 0.07 -1.88
C -1.49 -0.48 -0.67
O -2.66 -0.34 -0.42
H -0.41 -0.75 -2.48
H 0.05 0.67 -1.56
H -1.48 0.68 -2.48
H -0.78 -1.05 0.04
C -0.91 1.65 1.29
N 0.34 1.54 1.17
H -1.45 0.82 1.74
H -1.49 2.53 1.02
H 0.82 2.34 0.75
C 1.93 -1.54 0.42
O 0.84 -1.08 1.17
H 1.80 -2.61 0.25
H 2.88 -1.39 0.96
H 2.01 -1.05 -0.55
H 0.78 -0.01 1.21
*
```

natural (NBO) atomic charge list, values in e, 5 entries:
1. C -0.73
2. C 0.41
3. O -0.55
4. H 0.24
5. H 0.22